Entry 1:
Formula: C30H64MgO20S6
Source: OMol25
Level of theory: ωB97M-V/def2-TZVPD

```
121
Properties=species:S:1:pos:R:3:mulliken_charge:R:1
Mg 0.1958 1.8666 -0.5810 2.74
O -0.8039 0.9279 0.8978 1.26
C -0.1683 -0.2902 0.9745 1.82
C 0.4692 -0.8183 -0.3535 0.73
O 1.0601 0.1439 -1.1697 -0.73
H -0.8834 -1.0867 1.2965 -1.45
H 0.6225 -0.3364 1.7740 -0.74
H -0.3174 -1.3584 -0.9250 -0.63
H 1.2193 -1.5891 -0.0393 -0.51
C 0.6121 -3.9443 -2.8813 -1.23
C -0.3802 -3.0222 -3.5468 1.65
C 0.2709 -1.7733 -4.1772 1.30
O 0.1163 -1.9735 -5.5911 -0.48
C -0.6537 -3.0658 -5.8298 0.40
O -1.0383 -3.3967 -6.9076 -0.56
O -0.9214 -3.7339 -4.6862 -0.47
H 0.9568 -3.5101 -1.9377 -0.02
H 1.5081 -4.1544 -3.4632 0.30
H 0.0708 -4.8672 -2.6826 0.51
H -1.1316 -2.6835 -2.8321 -0.46
H 1.3214 -1.7284 -3.8973 -0.42
H -0.1721 -0.8235 -3.8715 -0.64
C 5.1451 -1.8565 -1.8057 -1.68
C 3.9549 -1.1644 -2.4504 1.74
C 4.0465 0.3773 -2.5376 0.50
O 4.0799 0.6358 -3.9491 -0.40
C 3.7362 -0.4851 -4.6331 0.57
O 3.4733 -0.4950 -5.7836 -0.52
O 3.7487 -1.5613 -3.8179 -0.41
H 6.0870 -1.6229 -2.3051 0.41
H 4.9971 -2.9417 -1.7819 0.37
H 5.1893 -1.5957 -0.7439 0.33
H 3.0670 -1.4172 -1.8556 -0.74
H 4.8871 0.7882 -1.9760 0.38
H 3.1435 0.7831 -2.0692 -0.59
C -2.9546 3.2679 2.0046 -0.51
C -3.5348 1.8926 1.9008 1.97
C -3.1806 0.9234 3.0131 1.79
O -4.4185 0.1056 3.0850 -0.48
C -5.4527 0.8813 2.6829 0.35
O -6.5839 0.6060 2.8343 -0.55
O -4.9835 2.0256 2.1124 -0.58
H -3.2555 3.7844 2.9185 0.43
H -3.3473 3.8971 1.1984 0.29
H -1.8658 3.2757 1.9517 -0.67
H -3.2969 1.4047 0.9541 -1.20
H -2.9643 1.3071 4.0170 0.61
H -2.4078 0.2158 2.7183 -1.82
C 2.4403 -4.6052 3.5055 -1.67
C 2.0783 -4.1308 2.1060 1.41
C 3.2765 -3.8749 1.1912 -0.23
O 2.9807 -4.6191 0.0412 -0.34
C 1.9047 -5.3887 0.2357 0.54
O 1.4940 -6.1020 -0.5301 -0.45
O 1.3749 -5.1960 1.4408 -0.43
H 3.0483 -5.5017 3.4030 0.44
H 1.5355 -4.8581 4.0566 0.39
H 2.9248 -3.8099 4.0728 0.37
H 1.3643 -3.2997 2.1390 -0.53
H 4.1818 -4.2782 1.6452 0.37
H 3.3898 -2.8033 1.0456 0.15
C 0.5217 4.5496 -3.8458 -0.81
S 1.6939 3.2767 -3.2733 0.16
O 1.2302 3.0590 -1.8663 -0.56
C 0.9768 1.9782 -4.2821 -0.02
H -0.4942 4.1745 -3.7929 0.11
H 0.7177 4.7703 -4.8993 0.46
H 0.7392 5.4121 -3.2237 0.29
H 1.3978 1.0303 -3.9564 -0.59
H 1.2105 2.2004 -5.3285 0.69
H -0.1080 1.9576 -4.2334 0.09
C -3.7110 2.5545 -1.2312 -0.14
S -2.6252 1.6782 -2.3778 0.27
O -1.2406 1.9561 -1.9078 -1.24
C -3.0237 0.0073 -1.8810 0.27
H -4.7386 2.3432 -1.5102 0.56
H -3.4216 3.5911 -1.3105 0.35
H -3.4674 2.1794 -0.2365 -0.46
H -4.0709 -0.1877 -2.1235 0.86
H -2.9077 -0.1202 -0.8046 -1.01
H -2.3604 -0.6625 -2.4175 -0.25
C 3.0819 1.0446 2.3113 -0.61
S 2.2944 2.6327 1.9259 0.09
O 1.6801 2.4871 0.5914 -0.87
C 0.8492 2.4931 2.9753 -0.15
H 2.6215 0.2735 1.6989 -0.25
H 2.9867 0.8743 3.3817 0.40
H 4.1363 1.1482 2.0593 0.45
H 0.4089 3.4984 2.9617 0.20
H 1.1006 2.3760 4.0297 0.67
H 0.1450 1.7779 2.5463 -0.54
C -2.4728 -3.4766 1.4698 -0.29
S -3.3154 -3.2827 -0.1018 0.72
O -4.4185 -4.2701 -0.0887 -0.75
C -4.0087 -1.6379 0.2941 -0.52
H -1.8552 -4.3736 1.3974 0.45
H -3.1836 -3.6082 2.2895 0.39
H -1.7988 -2.6548 1.7254 -0.30
H -3.0973 -1.0290 0.3527 -0.64
H -4.5515 -1.7136 1.2314 0.61
H -4.6514 -1.2681 -0.4976 0.50
C -0.9077 -1.3702 4.4184 -0.33
S -0.3962 0.1613 5.2216 0.72
O -1.0343 0.2857 6.5611 -0.72
C 1.1988 -0.5120 5.7281 -0.94
H -1.8483 -1.2236 3.9032 0.10
H -0.9193 -2.2182 5.0997 0.72
H -0.1738 -1.6134 3.6428 -0.45
H 1.0385 -1.2163 6.5466 0.43
H 1.8933 0.2526 6.0648 0.39
H 1.6572 -1.1229 4.9410 0.05
C -1.7044 6.0649 -0.2177 -1.11
S -0.5687 5.0461 0.7489 0.45
O -0.5412 3.7530 0.0304 -0.87
C 0.9122 5.9605 0.2896 -0.84
H -1.4321 7.1232 -0.2152 0.50
H -2.7166 5.9315 0.1442 0.32
H -1.5805 5.7453 -1.2540 0.20
H 1.0301 6.1218 -0.7788 0.12
H 1.7935 5.4975 0.7208 0.14
H 0.7733 6.9478 0.7492 0.55
```

Net charge   0
Kohn-Sham gap   7.64 eV
Energy   -143552.642 eV
Max |F|   7.23 eV/Å
ΔE to the lowest compared entry with this formula, charge and spin   20.9 kJ/mol
LUMO level   -0.340 eV

Entry 2:
Formula: C29H28BBrCoF4N5OS
Source: OMol25
Level of theory: ωB97M-V/def2-TZVPD

```
71
Properties=species:S:1:pos:R:3:lowdin_spin:R:1
Co -0.1420 -0.2588 0.4094 1.05
N -3.9681 -1.3590 -0.3533 0.00
C -2.8227 -0.6533 -0.3636 0.00
S -1.4404 -1.2613 -1.1950 0.00
N -2.8663 0.5370 0.2576 0.00
N -1.6440 0.9966 0.4535 -0.01
C -1.4115 2.1676 0.9762 0.00
C -2.4623 3.0724 1.4863 0.00
C -3.6015 3.3628 0.7360 0.00
C -4.5878 4.1914 1.2483 0.00
C -4.4599 4.7349 2.5189 0.00
C -3.3371 4.4413 3.2794 0.00
C -2.3484 3.6162 2.7662 0.00
C 0.0095 2.4997 1.0391 0.00
C 0.4992 3.7687 1.3702 0.00
C 1.8584 3.9992 1.3394 0.00
C 2.7189 2.9730 0.9686 0.00
C 2.1655 1.7529 0.6312 0.00
N 0.8561 1.5148 0.6653 0.01
H -3.8387 -2.3583 -0.4381 0.00
H -4.5925 -1.0951 0.3972 0.00
H -3.7125 2.9231 -0.2440 0.00
H -5.4669 4.4049 0.6532 0.00
H -5.2369 5.3746 2.9186 0.00
H -3.2363 4.8437 4.2798 0.00
H -1.4862 3.3655 3.3732 0.00
H -0.1901 4.5577 1.6328 0.00
H 2.2462 4.9782 1.5928 0.00
H 3.7899 3.1127 0.9240 0.00
H 2.7859 0.9191 0.3249 0.00
Br 1.7024 0.1588 -2.2813 0.00
C 2.9270 -1.0100 -1.4084 0.00
C 4.1247 -1.1642 -2.0492 0.00
C 5.0972 -2.0449 -1.5396 0.00
C 4.8205 -2.7576 -0.4136 0.00
C 3.5824 -2.6153 0.2614 0.00
C 3.3335 -3.4104 1.4029 0.00
C 2.1328 -3.3183 2.0422 0.00
C 1.1707 -2.3889 1.6054 0.00
C 1.3533 -1.5356 0.5302 -0.03
C 2.5807 -1.7001 -0.2027 0.00
H 4.3122 -0.6142 -2.9609 0.00
H 6.0410 -2.1604 -2.0576 0.00
H 5.5418 -3.4605 -0.0116 0.00
H 4.0999 -4.1049 1.7292 0.00
H 1.9089 -3.9566 2.8905 0.00
H 0.2232 -2.3619 2.1319 0.00
O -0.2414 -0.0413 2.6735 0.02
C 0.4150 0.0459 3.6987 0.00
C -0.2560 -0.0601 5.0468 0.00
C 0.0488 -1.4083 5.7137 0.00
C 1.3958 -1.4562 6.4309 0.00
C 2.6101 -1.2951 5.5204 0.00
C 2.6576 0.0527 4.8012 0.00
N 1.7648 0.1399 3.6613 0.00
H -1.3220 0.0260 4.8462 0.00
H 0.0460 0.7668 5.6988 0.00
H -0.0096 -2.1949 4.9550 0.00
H -0.7451 -1.6248 6.4301 0.00
H 1.4776 -2.4005 6.9750 0.00
H 1.4204 -0.6613 7.1875 0.00
H 2.6216 -2.0859 4.7641 0.00
H 3.5222 -1.4039 6.1147 0.00
H 3.6629 0.2347 4.4214 0.00
H 2.4412 0.8613 5.5080 0.00
H 2.1582 0.0599 2.7357 0.00
F -2.0936 -1.9562 1.8894 0.00
B -2.9515 -2.9883 2.3298 0.00
F -2.3037 -3.7339 3.3285 0.00
F -4.1351 -2.4132 2.8362 0.00
F -3.2821 -3.8175 1.2328 0.00
```

Net charge   -1
Kohn-Sham gap (spin up / spin down)   7.07 / 7.11 eV
Energy   -170086.876 eV
Max |F|   0.70 eV/Å
ΔE to the lowest compared entry with this formula, charge and spin   0.0 kJ/mol
LUMO level (spin up / spin down)   2.242 / 2.274 eV
2S+1   2

Entry 3:
Formula: C6H5N2O3
Source: OMol25
Level of theory: ωB97M-V/def2-TZVPD

```
16
Properties=species:S:1:pos:R:3:nbo_charge:R:1
C -2.4221 -0.8880 -0.2691 -0.65
C -1.0454 -0.3281 0.0426 -0.10
C -0.9801 1.0657 0.0127 0.11
N 0.0965 1.7160 0.4304 -0.52
C 1.1942 0.9617 0.7072 0.07
C 2.0821 0.3468 -0.1309 -0.01
O 3.5245 0.1030 0.1057 -0.51
C 3.0626 0.3376 -1.1291 0.76
O 3.4783 0.3040 -2.2684 -0.61
N -0.1083 -0.9379 0.8019 0.02
O -0.3137 -2.1353 1.2490 -0.54
H -2.6245 -1.5136 0.5630 0.22
H -3.1205 -0.0512 -0.3319 0.19
H -2.4381 -1.4548 -1.1949 0.20
H -1.8125 1.6074 -0.3311 0.17
H 1.4271 0.8667 1.7429 0.20
```

SMILES   CC(/C=N\C=C1\OC1=O)=N\[O-]
Net charge   -1
Kohn-Sham gap   7.20 eV
Energy   -15421.331 eV
Max |F|   4.03 eV/Å
ΔE to the lowest compared entry with this formula, charge and spin   314.0 kJ/mol
LUMO level   3.856 eV

Entry 4:
Formula: C43H53N4P2S2Sr
Source: OMol25
Level of theory: ωB97M-V/def2-TZVPD

```
105
Properties=species:S:1:pos:R:3:mulliken_charge:R:1
Sr 0.5573 0.8029 -0.1661 0.37
C 1.0014 -0.6057 -4.0507 -1.31
C 1.9902 -1.5300 -3.3382 0.45
C 2.3281 -2.7326 -4.2164 -1.76
P 1.3518 -1.7950 -1.6160 0.91
C 2.5813 -2.8753 -0.7357 0.74
C 3.9843 -2.3447 -1.0465 -1.38
C 2.4969 -4.3915 -0.8675 -1.62
C -0.2091 -2.7147 -1.7997 0.43
C -0.2687 -3.9477 -2.4536 -0.01
C -1.4294 -4.6932 -2.5934 0.29
C -1.4460 -6.0134 -3.3183 -1.82
C -2.5751 -4.1607 -2.0077 -1.25
C -2.5651 -2.9457 -1.3559 -0.28
C -1.3952 -2.1430 -1.2438 -1.74
N -1.3659 -0.9510 -0.5725 2.47
C -2.5673 -0.4309 -0.1054 -1.28
C -3.6396 -0.1261 -0.9640 -0.33
C -4.8360 0.3848 -0.4998 -1.03
C -5.0349 0.6291 0.8575 0.62
C -6.3383 1.1704 1.3853 -1.62
C -3.9695 0.3768 1.7098 -0.20
C -2.7408 -0.1189 1.2662 0.02
P -1.2606 -0.1775 2.3368 1.32
C -1.5490 1.0171 3.7380 0.24
C -2.3964 0.6466 4.9560 -1.67
C -1.9405 2.3873 3.1743 -1.34
C -1.2365 -1.8807 3.0758 0.42
C -2.5787 -2.4263 3.5591 -1.48
C -0.6341 -2.8432 2.0453 -1.83
H 1.3576 -0.3749 -5.0589 0.56
H 0.9144 0.3414 -3.5139 -0.03
H 0.0162 -1.0762 -4.1355 0.19
H 2.8968 -0.9418 -3.1638 0.65
H 1.4209 -3.2222 -4.5772 0.35
H 2.9316 -3.4755 -3.6944 0.28
H 2.8939 -2.4035 -5.0935 0.46
H 2.3939 -2.6146 0.3117 -0.02
H 4.3017 -2.6190 -2.0560 0.24
H 4.7038 -2.7661 -0.3405 0.45
H 4.0267 -1.2582 -0.9467 0.20
H 2.7376 -4.7312 -1.8774 0.14
H 1.5048 -4.7647 -0.6137 0.38
H 3.2190 -4.8552 -0.1883 0.50
H 0.6473 -4.3581 -2.8602 0.15
H -0.4429 -6.2848 -3.6509 0.35
H -2.0877 -5.9822 -4.2034 0.33
H -1.8129 -6.8232 -2.6819 0.33
H -3.5070 -4.7187 -2.0505 0.34
H -3.4853 -2.6055 -0.9021 0.36
H -3.5113 -0.3262 -2.0219 0.65
H -5.6340 0.5973 -1.2046 0.30
H -7.0798 1.2500 0.5894 0.37
H -6.2121 2.1650 1.8206 0.30
H -6.7537 0.5261 2.1631 0.34
H -4.1033 0.5807 2.7658 0.42
H -0.5196 1.1227 4.1038 0.42
H -3.4159 0.3540 4.7036 0.21
H -2.4544 1.5055 5.6314 0.47
H -1.9403 -0.1719 5.5130 0.38
H -3.0027 2.4371 2.9337 0.36
H -1.3873 2.6199 2.2621 0.02
H -1.7192 3.1696 3.9044 0.51
H -0.5263 -1.7953 3.9065 0.68
H -3.3357 -2.2849 2.7835 0.20
H -2.9396 -1.9586 4.4732 0.30
H -2.5004 -3.5015 3.7426 0.48
H -1.3092 -2.9808 1.2005 0.24
H -0.4693 -3.8202 2.5071 0.58
H 0.3166 -2.4761 1.6528 0.18
S 2.9312 0.3852 1.4336 -0.23
C 4.2899 1.0851 0.5478 0.02
C 5.5529 0.9853 1.1536 -0.66
C 6.7080 1.4778 0.5698 -0.59
C 6.6270 2.0996 -0.6688 -0.54
C 5.3935 2.2105 -1.2879 -0.65
C 4.2079 1.7185 -0.7186 0.60
S 2.7292 1.9378 -1.6620 -0.28
H 5.6057 0.4953 2.1186 0.39
H 7.6588 1.3718 1.0805 0.33
H 7.5129 2.4950 -1.1534 0.33
H 5.3188 2.6929 -2.2552 0.38
C 2.8597 5.1298 3.5118 -0.42
C 2.3884 3.8296 3.6021 -1.18
C 1.5733 3.3174 2.6054 0.47
C 1.2157 4.1241 1.5337 -0.47
C 1.6972 5.4261 1.4272 -0.47
C 2.5201 5.9234 2.4206 -0.58
N 0.3858 3.5347 0.5377 1.54
N -0.2346 4.3529 -0.1633 -0.83
C -0.9776 3.7997 -1.2396 -0.44
C -1.8293 4.6812 -1.8914 -0.46
C -2.5231 4.2226 -2.9968 -0.45
C -2.3341 2.9146 -3.4110 -0.94
C -1.4774 2.1037 -2.6844 -0.39
N -0.8124 2.5357 -1.6125 0.69
H 3.5175 5.5205 4.2780 0.39
H 2.6860 3.1964 4.4274 0.44
H 1.2560 2.2842 2.6290 0.56
H 1.4465 6.0156 0.5569 0.47
H 2.9196 6.9260 2.3361 0.38
H -1.9126 5.6961 -1.5305 0.52
H -3.1947 4.8785 -3.5358 0.39
H -2.8420 2.5175 -4.2788 0.46
H -1.3115 1.0693 -2.9666 0.32
```

Net charge   -1
Kohn-Sham gap   4.46 eV
Energy   -92500.599 eV
Max |F|   0.59 eV/Å
ΔE to the lowest compared entry with this formula, charge and spin   42.8 kJ/mol
LUMO level   1.201 eV

Entry 5:
Formula: C5H9NO
Source: OMol25
Level of theory: ωB97M-V/def2-TZVPD

```
16
Properties=species:S:1:pos:R:3:nbo_charge:R:1
C -1.3734 1.9363 -0.1079 -0.45
N -1.6602 0.4854 -0.1557 -0.62
C -0.9337 -0.6039 -0.2728 0.66
C -1.5988 -1.8785 0.2067 -0.72
O 0.1760 -0.6510 -0.7761 -0.63
H -0.0545 1.8800 -0.0065 0.23
H -1.7880 2.4970 -1.0829 0.22
H -1.7503 2.3213 0.9600 0.21
H -2.6239 0.4021 0.2202 0.38
H -2.6123 -1.9227 0.5357 0.22
H -1.0246 -2.1329 1.1657 0.24
H -1.1659 -2.6323 -0.4126 0.25
C 4.3014 -0.4793 -0.1397 -0.24
C 3.8750 0.5223 0.2207 -0.24
H 4.5359 -1.4023 -0.6314 0.23
H 3.6974 1.6585 0.2767 0.25
```

SMILES   CNC(C)=O.C#C
Net charge   0
Kohn-Sham gap   10.40 eV
Energy   -8864.420 eV
Max |F|   9.21 eV/Å
ΔE to the lowest compared entry with this formula, charge and spin   462.5 kJ/mol
LUMO level   0.737 eV

Entry 6:
Formula: C38H34CeN6O8
Source: OMol25
Level of theory: ωB97M-V/def2-TZVPD

```
87
Properties=species:S:1:pos:R:3:mulliken_charge:R:1
Ce -0.1046 0.8002 -1.1312 0.57
C 1.3062 2.2379 3.0778 -1.61
C 0.4495 1.4111 2.1905 0.52
N 0.9011 0.8293 1.1537 0.89
N 2.1696 1.1500 0.6801 -0.93
C 2.6679 0.2461 -0.0945 -0.33
O 2.1857 0.6806 -2.0854 -0.39
C 4.5229 0.0028 -1.8484 -0.55
C 5.5410 -0.4160 -0.9920 0.76
C 6.6068 -1.1435 -1.5106 -0.59
C 6.6875 -1.4204 -2.8667 -0.95
C 5.6928 -0.9645 -3.7218 -0.62
C 4.6070 -0.2656 -3.2095 -0.56
C -1.0311 1.2546 2.3644 0.99
C -1.7454 2.0143 3.2627 -1.04
C -3.1305 1.8840 3.2853 -0.51
C -3.7321 0.9901 2.4291 -0.98
C -2.9252 0.2555 1.5651 -0.06
N -1.6057 0.3834 1.5249 -0.06
H 2.2341 1.7143 3.2994 0.34
H 0.8087 2.4956 4.0081 0.48
H 1.5810 3.1536 2.5453 0.31
H 6.5257 0.3102 0.7509 0.68
H 7.3949 -1.4768 -0.8431 0.47
H 7.5322 -1.9745 -3.2561 0.41
H 5.7544 -1.1604 -4.7839 0.47
H 3.8079 0.0737 -3.8581 0.60
H -1.2472 2.7166 3.9147 0.29
H -3.7230 2.4841 3.9623 0.42
H -4.8054 0.8602 2.4082 0.43
H -3.3572 -0.4571 0.8736 0.61
C -0.4678 0.1724 -4.8087 -1.17
O 0.3613 -0.6832 -4.0098 0.22
C 1.3774 -1.3253 -4.6611 1.18
C 1.6803 -1.0772 -5.9958 -0.90
C 2.6640 -1.8048 -6.6558 -0.87
C 3.3523 -2.8007 -5.9863 -0.82
C 3.0643 -3.0388 -4.6515 -0.23
C 2.1082 -2.3092 -3.9654 -0.12
N 2.0209 -2.5511 -2.5546 0.21
C 0.9352 -2.1782 -1.8114 -0.36
N -0.2329 -2.6428 -2.3039 -0.02
C -1.5395 -2.1311 -2.1666 -1.53
C -1.8506 -0.8473 -1.7546 1.59
C -3.1900 -0.4531 -1.7376 -1.07
C -4.1935 -1.3070 -2.1545 -1.42
C -3.8754 -2.5897 -2.6015 -0.37
C -2.5507 -2.9987 -2.6159 1.29
O -2.1191 -4.2107 -3.0590 -0.41
C -3.0885 -5.1025 -3.5937 -1.01
N 1.0092 -1.4767 -0.7102 0.00
C 2.2715 -1.1986 -0.1285 -1.09
C 3.3543 0.7892 -1.3111 0.53
C 5.5338 -0.0530 0.4818 -1.09
C 5.1712 -1.1765 1.4238 -0.95
C 4.1329 -2.0117 1.4025 -0.56
C 2.9693 -2.1551 0.5005 1.71
O 2.4471 -3.4122 0.4156 -0.26
C 3.3517 -4.5166 0.4181 -0.96
H -1.3209 0.4320 -4.1932 0.17
H -0.8258 -0.3680 -5.6845 0.60
H 0.0622 1.0777 -5.0968 0.30
H 1.1526 -0.3028 -6.5292 0.56
H 2.8738 -1.5889 -7.6958 0.43
H 4.1116 -3.3847 -6.4888 0.43
H 3.6077 -3.7976 -4.0995 0.47
H 2.8998 -2.3979 -2.0751 0.26
H -0.1218 -3.3248 -3.0379 0.57
H -3.4627 0.5520 -1.4283 0.44
H -5.2245 -0.9749 -2.1558 0.45
H -4.6593 -3.2500 -2.9389 0.43
H -2.5493 -5.9805 -3.9321 0.26
H -3.6109 -4.6467 -4.4360 0.40
H -3.8120 -5.3935 -2.8300 0.36
H 3.6481 1.8275 -1.1289 0.76
H 4.8713 0.7964 0.6635 0.35
H 5.8581 -1.3318 2.2491 0.44
H 4.1156 -2.7451 2.2019 0.51
H 2.8072 -5.3524 -0.0111 0.27
H 3.6639 -4.7830 1.4263 0.34
H 4.2321 -4.3069 -0.1902 0.39
O -2.1276 3.1157 -3.4927 -0.61
C -1.4307 2.8057 -2.5770 0.81
O -0.1670 2.3652 -2.6360 -0.43
C -1.9732 2.8451 -1.0862 0.52
O -3.1310 3.0362 -0.8593 -0.60
O -1.0137 2.5861 -0.1983 -0.46
```

Net charge   0
Kohn-Sham gap (spin up / spin down)   6.86 / 6.86 eV
Energy   -78205.690 eV
Max |F|   2.53 eV/Å
ΔE to the lowest compared entry with this formula, charge and spin   284.5 kJ/mol
LUMO level (spin up / spin down)   -1.030 / -1.034 eV

Entry 7:
Formula: C4H6N2O
Source: OMol25
Level of theory: ωB97M-V/def2-TZVPD

```
13
Properties=species:S:1:pos:R:3:nbo_charge:R:1
C 2.4631 -0.6404 0.1039 -0.66
C 1.0744 0.0538 -0.0837 0.25
C 0.5063 1.3249 -0.0218 -0.14
N -0.8875 1.2911 0.1266 -0.47
C -1.0945 0.0157 -0.1177 0.60
N -2.3126 -0.8088 -0.0227 -0.84
O 0.0657 -0.7728 -0.1943 -0.43
H 3.2851 0.1007 0.1024 0.23
H 2.5973 -1.3379 -0.7529 0.23
H 2.5676 -1.1138 1.2006 0.23
H 1.1265 2.2778 -0.0565 0.21
H -2.3721 -1.5442 0.9073 0.39
H -3.0258 -0.1005 0.1418 0.38
```

SMILES   Cc1cnc(N)o1
Net charge   0
Kohn-Sham gap   9.11 eV
Energy   -9271.309 eV
Max |F|   4.56 eV/Å
ΔE to the lowest compared entry with this formula, charge and spin   211.6 kJ/mol
LUMO level   0.752 eV